Entry 1:
The following is a DFT calculation (wB97M-V/def2-TZVPD) of 2 unconnected molecules or ions with the total composition C18H35NO6S at a distorted geometry.

```
61
Properties=species:S:1:pos:R:3:nbo_charge:R:1
C 5.241 -1.105 -0.669 -0.610
C 4.242 -0.086 -0.120 -0.390
C 2.858 -0.693 0.115 -0.389
C 2.085 -0.981 -1.187 -0.424
C 0.750 -0.234 -1.278 -0.388
C -0.321 -0.841 -2.209 -0.150
C 0.382 -0.883 -3.630 0.776
O 0.835 -1.990 -3.961 -0.770
O 0.291 0.184 -4.293 -0.791
C -1.529 0.104 -2.293 -0.400
C -2.693 -0.062 -1.299 0.087
C -3.964 0.497 -1.944 -0.600
C -2.425 0.696 0.009 -0.618
N -2.952 -1.487 -0.983 0.048
O -4.015 -1.705 -0.309 -0.454
C -1.846 -2.451 -0.773 0.104
C -2.435 -3.854 -0.928 -0.601
C -1.293 -2.327 0.656 -0.630
C -0.771 -2.260 -1.846 -0.413
H 4.790 -1.703 -1.464 0.213
H 5.574 -1.783 0.122 0.190
H 6.132 -0.622 -1.078 0.197
H 4.147 0.751 -0.818 0.194
H 4.629 0.328 0.817 0.188
H 2.985 -1.621 0.688 0.184
H 2.278 -0.015 0.748 0.206
H 2.698 -0.686 -2.044 0.211
H 1.920 -2.052 -1.315 0.210
H 0.358 -0.074 -0.271 0.185
H 0.946 0.765 -1.685 0.210
H -1.167 1.126 -2.142 0.211
H -1.905 0.084 -3.318 0.235
H -4.423 -0.254 -2.588 0.220
H -4.700 0.787 -1.193 0.205
H -3.705 1.366 -2.553 0.206
H -1.487 0.414 0.476 0.224
H -2.395 1.764 -0.225 0.194
H -3.239 0.518 0.716 0.211
H -1.614 -4.573 -0.966 0.203
H -3.004 -3.926 -1.856 0.214
H -3.091 -4.103 -0.094 0.214
H -0.591 -1.505 0.770 0.214
H -2.109 -2.197 1.370 0.215
H -0.764 -3.252 0.902 0.205
H 0.083 -2.867 -1.540 0.217
H -1.126 -2.714 -2.776 0.233
O 0.274 1.681 1.752 -0.937
S 0.688 3.003 2.104 2.388
O 2.079 3.279 2.296 -0.938
O -0.123 3.458 3.397 -0.727
C -0.175 2.512 4.493 -0.078
C 1.105 2.489 5.301 -0.640
C 0.006 4.159 0.972 -0.889
H -0.419 1.529 4.090 0.208
H -1.018 2.853 5.091 0.190
H 1.933 2.084 4.723 0.231
H 0.959 1.867 6.185 0.213
H 1.373 3.497 5.619 0.213
H -1.056 3.957 0.869 0.255
H 0.520 3.995 0.026 0.265
H 0.191 5.163 1.342 0.247
```

The expectation value of S² is 0.75. Its net charge is -1. The electronic energy is -1611.25085 Ha. The highest occupied orbital energy (alpha / beta) is -4.34 / -4.35 eV. The spin multiplicity is 2. The calculation puts the orbital gap (alpha / beta) at 6.525 / 6.530 eV.



Entry 2:
The following is a DFT calculation (wB97M-V/def2-TZVPD) of a molecular structure, C26H22AuN4OS2.

```
56
Properties=species:S:1:pos:R:3:nbo_charge:R:1
Au -0.693 -0.063 -1.638 1.241
C 2.133 1.295 0.121 -0.655
C 1.448 -0.031 0.354 0.250
N 0.387 -0.006 1.067 -0.273
N -0.148 -1.202 1.471 -0.325
C -1.319 -1.500 1.099 -0.074
S -2.294 -0.650 -0.106 -0.046
S -2.220 -2.857 1.734 0.319
C -1.571 -2.943 3.442 -0.558
C -2.141 -1.885 4.342 0.041
C -1.521 -0.644 4.470 -0.246
C -2.069 0.331 5.290 -0.193
C -3.238 0.078 5.993 -0.213
C -3.855 -1.159 5.878 -0.200
C -3.308 -2.133 5.057 -0.233
C 2.028 -1.254 -0.248 -0.244
C 3.376 -1.552 -0.030 -0.156
C 3.968 -2.677 -0.569 -0.239
C 3.210 -3.524 -1.372 -0.171
C 1.886 -3.232 -1.637 -0.301
C 1.283 -2.097 -1.084 0.390
O -0.014 -1.906 -1.406 -0.722
H 2.171 1.871 1.043 0.249
H 1.580 1.889 -0.611 0.205
H 3.143 1.159 -0.262 0.226
H -0.485 -2.909 3.386 0.250
H -1.863 -3.940 3.774 0.242
H -0.601 -0.446 3.937 0.220
H -1.574 1.288 5.390 0.213
H -3.660 0.837 6.640 0.218
H -4.760 -1.369 6.433 0.219
H -3.792 -3.099 4.973 0.212
H 3.959 -0.894 0.605 0.220
H 5.006 -2.898 -0.362 0.228
H 3.655 -4.414 -1.798 0.227
H 1.283 -3.871 -2.269 0.235
C 2.758 0.473 -4.300 -0.221
C 2.679 1.828 -4.570 -0.114
C 1.590 2.553 -4.106 -0.206
C 0.612 1.902 -3.377 0.173
N 0.720 0.591 -3.096 -0.515
C 1.754 -0.114 -3.549 0.087
C -0.597 2.578 -2.844 0.180
C -0.979 3.853 -3.221 -0.204
C -2.120 4.415 -2.669 -0.108
C -2.850 3.690 -1.744 -0.224
C -2.429 2.417 -1.413 0.097
N -1.339 1.873 -1.961 -0.482
H 3.584 -0.129 -4.648 0.253
H 3.458 2.322 -5.134 0.246
H 1.517 3.612 -4.301 0.238
H 1.775 -1.166 -3.292 0.251
H -0.398 4.398 -3.949 0.240
H -2.432 5.408 -2.961 0.247
H -3.740 4.091 -1.282 0.255
H -2.954 1.812 -0.687 0.249
```

Its net charge is +1. The electronic energy is -2230.05590 Ha. The highest occupied orbital energy is -10.58 eV. The calculation puts the orbital gap at 6.154 eV.



Entry 3:
The following is a DFT calculation (wB97M-V/def2-TZVPD) of a molecular structure, C3H6N2O at a distorted geometry.

```
12
Properties=species:S:1:pos:R:3:nbo_charge:R:1
C -1.333 0.564 -0.345 0.357
C 1.772 -0.760 -0.034 -0.685
N -0.036 1.076 -0.167 -0.641
C 0.432 -0.195 -0.224 0.446
O -2.164 0.653 0.797 -0.713
N -0.720 -0.735 -0.405 -0.521
H -2.504 -0.256 0.844 0.488
H 0.057 1.485 0.753 0.375
H -1.823 0.885 -1.268 0.158
H 1.833 -1.224 0.954 0.248
H 2.526 0.027 -0.110 0.235
H 1.961 -1.521 -0.796 0.252
```

The electronic energy is -302.60463 Ha. The highest occupied orbital energy is -9.10 eV. The calculation puts the orbital gap at 10.057 eV.



Entry 4:
The following is a DFT calculation (wB97M-V/def2-TZVPD) of 6 unconnected molecules or ions with the total composition C5H20ClN10O5 at a distorted geometry.

```
41
Properties=species:S:1:pos:R:3:nbo_charge:R:1
Cl -2.758 -11.855 15.521 -0.885
C -2.436 -11.853 19.754 0.774
O -2.615 -11.375 20.870 -0.693
N -3.201 -12.900 19.285 -0.862
N -1.537 -11.403 18.844 -0.846
H -3.051 -13.235 18.348 0.404
H -3.969 -13.244 19.823 0.394
H -1.571 -11.793 17.918 0.414
H -0.809 -10.778 19.126 0.403
C 0.857 -12.536 16.849 0.775
O 0.188 -13.554 16.868 -0.648
N 2.160 -12.525 17.281 -0.860
N 0.415 -11.321 16.374 -0.887
H 2.776 -11.752 17.132 0.381
H 2.508 -13.439 17.510 0.401
H 1.074 -10.644 16.044 0.376
H -0.565 -11.237 16.101 0.437
C -5.437 -12.764 12.169 0.774
O -5.403 -13.364 11.100 -0.692
N -4.365 -12.067 12.661 -0.847
N -6.549 -12.746 12.978 -0.853
H -3.479 -12.164 12.206 0.402
H -4.370 -11.608 13.569 0.411
H -6.574 -12.030 13.682 0.395
H -7.384 -13.067 12.523 0.395
C -3.008 -8.180 17.222 0.772
O -3.302 -7.178 17.869 -0.692
N -3.634 -9.371 17.394 -0.874
N -2.037 -8.194 16.250 -0.878
H -4.328 -9.391 18.117 0.409
H -3.406 -10.136 16.762 0.414
H -1.920 -9.023 15.691 0.401
H -1.543 -7.336 16.104 0.399
C -6.223 -9.144 14.733 0.768
O -7.301 -8.559 14.617 -0.688
N -5.140 -8.786 14.006 -0.843
N -6.063 -10.205 15.563 -0.863
H -5.223 -8.039 13.344 0.402
H -4.206 -9.063 14.261 0.396
H -5.140 -10.594 15.707 0.413
H -6.817 -10.526 16.138 0.405
```

Its net charge is -1. The electronic energy is -1586.82151 Ha. The highest occupied orbital energy is -6.69 eV. The calculation puts the orbital gap at 9.313 eV.



Entry 5:
The following is a DFT calculation (wB97M-V/def2-TZVPD) of 2 unconnected molecules or ions with the total composition CH2BrNSi at a distorted geometry.

```
6
Properties=species:S:1:pos:R:3:nbo_charge:R:1
C 1.801 -2.467 -0.026 0.491
N 1.204 -1.466 0.156 -0.486
Si -0.300 0.882 0.064 0.614
Br -2.513 0.566 0.043 -0.359
H 0.187 1.637 1.183 -0.140
H -0.378 0.848 -1.420 -0.120
```

The expectation value of S² is 2.01. The electronic energy is -2957.35532 Ha. The highest occupied orbital energy (alpha / beta) is -6.72 / -10.03 eV. The spin multiplicity is 3. The calculation puts the orbital gap (alpha / beta) at 7.414 / 5.084 eV.



Entry 6:
The following is a DFT calculation (wB97M-V/def2-TZVPD) of C12H11NO2 in the gas phase at a distorted geometry.

```
26
Properties=species:S:1:pos:R:3:nbo_charge:R:1
C -2.710 0.236 -0.374 0.081
C 2.441 1.970 -0.553 -0.229
C 2.627 0.759 -1.225 -0.190
C 1.371 1.960 0.347 -0.168
C 1.795 -0.361 -1.096 -0.264
C 0.305 1.044 0.300 -0.079
C 0.558 -0.097 -0.421 0.292
C -0.872 1.180 1.228 -0.371
C -1.998 0.350 0.755 0.172
C -0.422 -2.255 -1.016 0.814
C -0.336 0.974 2.635 -0.593
C -1.793 -2.829 -1.247 -0.731
N -3.322 -0.169 -1.311 -0.262
O -0.542 -1.050 -0.492 -0.515
O 0.609 -2.804 -1.374 -0.600
H 3.293 2.675 -0.402 0.232
H 3.619 0.526 -1.654 0.219
H 1.200 2.754 1.086 0.207
H 2.031 -1.409 -1.398 0.289
H -1.228 2.310 1.149 0.270
H -0.958 1.508 3.384 0.220
H 0.688 1.504 2.676 0.214
H -0.126 -0.027 2.959 0.229
H -2.287 -2.296 -2.126 0.268
H -2.348 -2.514 -0.322 0.246
H -1.597 -3.939 -1.507 0.248
```

The electronic energy is -668.92115 Ha. The highest occupied orbital energy (alpha / beta) is -8.94 / -8.97 eV. The calculation puts the orbital gap (alpha / beta) at 7.408 / 7.446 eV.



> Which of these has the highest electronic energy?

C3H6N2O



> electronic energy of number 2 (C26H22AuN4OS2)?

-2230.05590 Ha



> What is the electronic energy in the first record?

-1611.25085 Ha